Entry 1:
The following is a DFT calculation (ωB97M-V with the def2-TZVPD basis set) of a single C3H5NOS molecule.

Calculated values
Lowest unoccupied orbital energy: 0.20 eV
M: 103.15 u
HOMO level: -9.5377 eV
Energy above the lowest of the compared OMol25 structures with the same formula, charge and spin: 36.7 kcal per mole
2S+1: 1
SMILES: CC(=O)/C=N/S

Cartesian coordinates (Å):
C -0.247 -1.896 1.326
C -0.919 -0.587 1.160
O -1.848 -0.254 1.812
C -0.287 0.417 0.156
N 0.545 -0.015 -0.674
S 1.151 1.210 -1.740
H 0.240 -2.304 0.451
H 0.534 -1.769 2.039
H -0.934 -2.624 1.746
H -0.526 1.486 0.387
H 1.962 0.382 -2.421


Entry 2:
The following is a DFT calculation (ωB97M-V with the def2-TZVPD basis set) of a molecular structure, C23H26MoN6O8S2.

Calculated values
Lowest unoccupied orbital energy (spin up / spin down): -0.82 / -1.08 eV
M: 674.57 u
HOMO level (spin up / spin down): -7.4776 / -8.1870 eV
Energy above the lowest of the compared OMol25 structures with the same formula, charge and spin: 17.1 kcal per mole
2S+1: 3

Cartesian coordinates (Å):
Mo 0.684 -0.145 0.927
N 0.701 2.918 4.101
C 1.046 2.082 3.087
S 0.025 2.122 1.656
N 2.080 1.322 3.240
N 2.332 0.522 2.142
C 3.563 0.213 1.939
C 4.057 -0.392 0.731
C 5.364 -0.888 0.662
C 5.885 -1.329 -0.535
C 5.113 -1.246 -1.694
C 3.828 -0.744 -1.660
C 3.282 -0.331 -0.444
O 2.051 0.146 -0.392
H 0.011 3.624 3.928
H 1.377 3.071 4.829
H 4.275 0.516 2.701
H 5.960 -0.926 1.566
H 6.889 -1.731 -0.578
H 5.526 -1.584 -2.636
H 3.211 -0.680 -2.547
C -0.619 -3.773 -0.563
C 0.611 -3.039 -1.089
C 1.209 -3.739 -2.298
O 0.286 -1.684 -1.402
C 1.638 -2.962 0.062
O 2.542 -3.758 0.153
O 1.371 -2.041 0.959
H -1.395 -3.791 -1.333
H -1.012 -3.275 0.325
H -0.371 -4.804 -0.309
H 0.448 -3.865 -3.073
H 1.600 -4.715 -2.016
H 2.028 -3.144 -2.700
H -0.560 -1.648 -1.863
O 0.031 -0.758 2.839
C -1.080 -1.111 3.236
C -2.290 -1.128 2.483
C -3.474 -1.503 3.133
C -4.649 -1.517 2.434
C -4.696 -1.164 1.075
C -3.551 -0.801 0.424
C -2.310 -0.771 1.105
O -1.254 -0.439 0.456
N -5.878 -1.898 3.117
O -5.809 -2.172 4.301
O -6.915 -1.845 2.485
H -1.141 -1.439 4.279
H -3.465 -1.778 4.179
H -5.648 -1.190 0.564
H -3.553 -0.516 -0.620
C -2.197 3.064 -4.309
N -1.463 3.645 -3.217
C -1.604 5.050 -2.869
C -0.630 5.207 -1.691
N -0.398 3.825 -1.314
C -0.822 2.948 -2.250
S -0.557 1.303 -2.203
H -1.927 3.552 -5.247
H -3.276 3.168 -4.157
H -1.946 2.008 -4.365
H -2.637 5.275 -2.583
H -1.340 5.687 -3.714
H -1.067 5.777 -0.873
H 0.295 5.700 -2.001
H 0.213 3.523 -0.572


Entry 3:
The following is a DFT calculation (ωB97M-V with the def2-TZVPD basis set) of a single C8H14N3O2P molecule.

Calculated values
Lowest unoccupied orbital energy: 0.26 eV
M: 215.19 u
HOMO level: -9.4480 eV
Energy above the lowest of the compared OMol25 structures with the same formula, charge and spin: 27.6 kcal per mole
2S+1: 1
SMILES: C[C@@]1(Pn2cncn2)C[C@@H](CO)CO1

Cartesian coordinates (Å):
C -0.154 -1.280 1.083
C 0.351 -0.107 0.220
P 0.709 1.398 1.261
N -0.932 1.316 2.468
C -1.913 1.918 1.765
N -3.059 1.879 2.402
C -2.764 1.144 3.518
N -1.522 0.785 3.648
C 1.707 -0.265 -0.610
C 1.212 -0.105 -2.023
C 0.804 -1.499 -2.604
O 1.992 -2.242 -2.806
C -0.068 0.833 -1.848
O -0.694 0.193 -0.703
H -1.269 -1.293 1.140
H 0.536 -1.484 1.936
H 0.121 -2.189 0.518
H 1.412 0.474 2.025
H -1.812 2.357 0.855
H -3.553 0.846 4.207
H 2.155 -1.298 -0.394
H 2.421 0.537 -0.420
H 1.802 0.352 -2.725
H 0.225 -1.221 -3.465
H 0.184 -2.069 -1.912
H 2.560 -1.755 -3.423
H 0.497 1.862 -1.642
H -0.951 0.914 -2.471


Entry 4:
The following is a DFT calculation (ωB97M-V with the def2-TZVPD basis set) of 5 unconnected molecules or ions with the total composition C10H32NO8.

Calculated values
Lowest unoccupied orbital energy: -4.42 eV
M: 294.36 u
HOMO level: -11.4295 eV
Energy above the lowest of the compared OMol25 structures with the same formula, charge and spin: 121.0 kcal per mole
2S+1: 1
Total charge: +1

Cartesian coordinates (Å):
O 16.487 -10.590 17.468
H 16.248 -10.189 16.629
H 16.183 -11.500 17.478
H 16.071 -10.171 18.225
C 12.173 -11.091 23.179
C 12.350 -11.547 21.738
C 11.090 -12.215 21.151
O 11.392 -12.615 19.818
C 10.352 -13.241 19.065
N 12.867 -10.448 20.979
H 11.777 -11.818 23.887
H 11.552 -10.201 23.290
H 13.178 -10.915 23.563
H 13.173 -12.258 21.820
H 10.246 -11.537 21.025
H 10.867 -13.072 21.786
H 9.417 -12.960 19.548
H 10.247 -14.252 19.460
H 10.431 -13.071 17.991
H 13.286 -9.692 21.500
H 12.032 -10.042 20.580
C 20.307 -7.876 13.635
C 19.494 -8.642 12.489
O 18.442 -9.459 13.146
O 19.612 -6.630 13.949
H 21.231 -7.678 13.092
H 20.564 -8.577 14.430
H 20.230 -9.257 11.970
H 19.155 -7.957 11.712
H 17.743 -9.452 12.487
H 19.609 -6.108 13.143
C 12.368 -5.851 14.745
C 11.092 -6.650 15.122
O 11.220 -8.119 14.813
O 13.572 -6.553 15.090
H 12.394 -4.823 15.107
H 12.344 -5.786 13.657
H 10.164 -6.309 14.664
H 10.788 -6.549 16.164
H 10.394 -8.418 14.426
H 14.286 -6.032 14.717
C 15.758 -17.298 18.348
C 16.936 -18.268 18.552
O 17.782 -18.065 17.483
O 16.263 -16.073 17.955
H 15.121 -17.169 19.223
H 15.076 -17.647 17.573
H 16.592 -19.300 18.622
H 17.426 -18.039 19.499
H 18.547 -18.640 17.550
H 17.096 -16.329 17.553